Entry 1:
Density functional theory data (the ωB97M-V functional and the def2-TZVPD basis) for a cluster of 3 separate species, C18H37NO11S2 in total in a non-equilibrium geometry.

XYZ file:
```
69
Properties=species:S:1:pos:R:3:nbo_charge:R:1
H 1.32 -0.75 -1.76 0.188
H 6.37 -5.87 0.70 0.218
H 2.16 -1.91 0.84 0.207
O -4.86 -1.46 -3.10 -0.481
H -4.62 0.63 3.45 0.258
H 6.55 0.17 0.00 0.252
C 0.89 -2.84 -0.63 -0.602
H 6.72 -3.79 1.94 0.196
H 6.43 0.19 -1.78 0.254
H 0.48 -1.26 0.84 0.193
H -0.02 0.25 -3.12 0.206
C 1.32 -1.60 0.21 -0.398
C 1.22 1.95 -1.53 -0.389
H -0.13 -2.69 -1.03 0.188
C -2.66 -0.64 -3.47 -0.418
H -3.56 0.60 2.02 0.245
C 1.27 0.93 -0.35 -0.402
H 2.84 -0.50 -0.91 0.233
C 1.73 -0.47 -0.78 -0.413
O -2.10 1.26 4.46 -0.937
C -4.07 1.23 2.73 -0.889
H -1.79 -1.32 -3.36 0.213
H -2.60 3.12 6.17 0.199
H -3.04 -0.83 -4.48 0.239
C -2.55 5.03 5.14 -0.640
O -5.28 0.50 -2.04 -0.505
C -3.26 3.76 5.59 -0.078
H -4.72 1.94 2.23 0.258
H 6.14 -4.99 -0.81 0.226
C 6.65 -4.97 0.16 -0.640
H -2.81 1.54 -2.95 0.205
H -4.10 4.03 6.23 0.195
H -3.25 -1.90 -1.80 0.213
H 0.91 -3.79 -0.08 0.206
H 5.20 -3.66 1.08 0.199
O 6.79 -2.53 0.35 -0.721
C -2.09 0.80 -3.33 -0.410
O 6.41 -2.65 -2.08 -0.929
S -2.82 2.15 3.60 2.383
N -5.27 0.52 0.54 0.379
C -3.68 -1.07 -2.38 0.042
O -6.06 0.08 1.27 -0.235
H -2.26 5.63 6.01 0.216
H -1.00 0.14 -1.60 0.186
H -1.65 4.79 4.58 0.226
H 7.72 -4.99 -0.04 0.218
O -4.56 -0.54 -0.09 -0.424
H -3.19 5.62 4.49 0.217
O -3.81 3.04 4.48 -0.721
O -2.14 2.99 2.66 -0.937
H -0.84 2.67 -1.40 0.206
H 1.56 -2.92 -1.50 0.206
H 1.93 1.32 0.43 0.207
H -3.36 0.67 -1.11 0.202
H -1.81 1.16 -4.34 0.212
C -5.84 -0.61 -2.67 0.964
C -0.22 2.13 -2.12 -0.402
O -6.95 -0.83 -2.77 -0.518
H -0.08 2.69 -3.06 0.202
C -4.16 -0.03 -1.38 0.313
H 0.26 0.91 0.09 0.189
O 4.64 -1.77 -0.57 -0.948
C 6.81 -0.36 -0.92 -0.887
C 6.28 -3.73 0.95 -0.078
H 1.59 2.91 -1.14 0.205
S 6.02 -1.93 -0.91 2.389
H 1.93 1.65 -2.31 0.193
C -0.78 0.74 -2.50 -0.397
H 7.88 -0.50 -1.00 0.254
```

Calculated values
- SMILES = CCCCCCCCC[C@@H]1OC(=O)O[C@H]1ON=O.CCOS(C)(=O)=O.CCOS(C)(=O)=O
- total energy (eV) = -64944.8351


Entry 2:
Density functional theory data (the ωB97M-V functional and the def2-TZVPD basis) for a cluster of 5 separate species, C18H37O20PS in total in a non-equilibrium geometry.

XYZ file:
```
77
Properties=species:S:1:pos:R:3:lowdin_charge:R:1
H 7.48 -5.07 -1.82 0.092
H -1.99 -3.09 0.26 0.060
C -2.17 5.02 -2.51 -0.214
O -1.74 3.31 0.50 0.000
O -2.42 -1.45 1.81 -0.226
H 0.72 -2.27 2.26 0.088
H 1.47 -5.52 -3.59 0.074
O -3.79 0.67 1.36 -0.066
C 7.96 -4.66 -2.71 -0.042
C 7.14 -3.17 -7.59 -0.067
H 6.39 -3.94 -7.76 0.081
H -3.11 5.50 -2.78 0.121
H 2.79 -5.73 -1.45 0.124
O -0.33 0.68 3.76 -0.079
H -8.57 4.10 4.25 0.095
C -6.27 4.63 5.29 -0.607
H -0.18 1.96 0.76 0.100
H -1.10 2.39 2.21 0.069
H -2.26 4.26 5.40 0.079
O 6.94 -4.07 -3.52 -0.003
C 2.74 -4.79 -2.00 -0.209
H -1.51 -4.79 0.35 0.099
P -3.30 -0.45 2.41 0.445
O 8.58 -3.20 -4.81 0.126
O -1.29 -1.24 4.43 0.223
H 1.75 -1.21 1.30 0.091
H -0.79 3.59 -3.37 0.075
H 3.71 -4.31 -1.90 0.120
H 8.69 -3.92 -2.39 0.097
C -1.75 4.06 -3.60 -0.067
O -0.17 -3.49 -0.57 -0.008
O 1.79 -3.90 -1.39 0.031
C -1.34 3.97 -0.59 -0.604
H -4.16 1.42 1.88 0.104
H 3.20 -5.60 -3.94 0.080
O -0.20 4.19 -0.90 0.131
O -2.60 0.37 3.65 -0.035
C -8.28 5.15 4.27 -0.042
O -4.66 -1.21 2.88 -0.089
H 5.79 -1.72 -6.78 0.122
C 0.61 -4.45 -1.09 -0.607
O -5.43 5.03 6.25 0.040
O 0.28 -5.59 -1.26 0.127
C -1.51 -3.90 -0.28 -0.035
C 0.81 -1.24 1.87 -0.089
C -3.22 4.75 5.26 -0.064
S 1.07 -0.08 3.25 0.667
H -4.42 -2.15 2.92 0.098
C 6.70 -2.24 -6.48 -0.212
H 8.45 -5.48 -3.25 0.099
H -2.05 -4.09 -1.21 0.101
H -3.08 5.83 5.29 0.083
O 1.91 0.97 2.74 -0.279
H -9.17 5.75 4.47 0.093
C -1.36 -0.18 3.98 -0.637
C -0.67 2.78 1.30 -0.035
H 7.30 -2.62 -8.52 0.080
C -4.20 4.31 6.34 -0.210
H -1.44 5.81 -2.36 0.124
O 1.80 -0.76 4.28 -0.254
H -3.78 4.54 7.32 0.123
H 0.05 3.55 1.55 0.106
O -7.34 5.42 5.32 0.008
H -4.38 3.24 6.30 0.122
C 7.42 -3.39 -4.56 -0.607
O -6.08 3.72 4.52 0.113
O -2.42 4.33 -1.28 0.034
O 6.38 -2.97 -5.29 0.034
H 7.46 -1.48 -6.27 0.124
H -7.87 5.45 3.31 0.099
H -1.66 4.59 -4.55 0.080
C 2.42 -5.01 -3.46 -0.063
H -0.07 -0.94 1.28 0.060
H 2.34 -4.05 -3.99 0.082
H 8.07 -3.68 -7.33 0.075
H -2.48 3.26 -3.71 0.082
H -3.59 4.50 4.27 0.070
```

Calculated values
- SMILES = CS(=O)(=O)OC(=O)OP(=O)(O)O.CCOC(=O)OC.CCOC(=O)OC.CCOC(=O)OC.CCOC(=O)OC
- total energy (eV) = -80342.9374


Entry 3:
Density functional theory data (the ωB97M-V functional and the def2-TZVPD basis) for a cluster of 5 separate species, C18H38BF5N5O7 in total.

XYZ file:
```
74
Properties=species:S:1:pos:R:3:lowdin_charge:R:1
C 1.55 2.09 2.33 -0.413
O -1.48 1.59 5.45 0.146
H 5.06 -1.18 2.36 0.077
H -1.20 -2.97 -8.82 0.082
H -2.03 -1.42 -8.95 0.081
H -2.76 0.84 1.42 0.100
H -2.59 -2.61 -7.77 0.084
C 0.23 1.64 2.83 -0.182
H -2.28 2.99 0.21 0.097
H 5.58 -1.58 4.00 0.065
H 4.80 -1.54 6.21 0.078
C -0.73 1.35 1.65 -0.159
O -2.17 -2.53 1.11 0.036
F 2.45 2.35 3.33 0.079
H 1.48 -3.87 0.94 0.067
H -0.46 -5.13 1.18 0.076
H -2.99 4.17 2.76 0.056
O -0.50 -0.37 -7.28 0.026
N -2.24 2.72 -3.89 0.007
H -0.93 -3.96 -5.09 0.084
H -1.73 -4.67 2.32 0.078
H 3.44 0.43 3.37 0.109
H -3.82 2.77 1.06 0.093
C 1.65 3.32 1.36 -0.489
H 1.35 1.44 5.69 0.043
N -0.02 -2.48 0.48 0.013
N -2.45 4.16 1.90 0.000
H -2.47 1.65 2.94 0.097
H 5.91 0.03 3.33 0.081
H -0.06 -4.20 2.64 0.083
O -4.14 1.90 -3.03 0.025
C -0.49 -3.78 -6.08 -0.078
H -0.24 3.30 -3.79 0.083
C -1.07 -3.06 1.12 -0.556
F 2.86 3.96 1.49 0.097
C -2.21 1.66 1.89 -0.182
C -3.01 1.70 -3.45 -0.556
O 0.79 2.22 5.79 0.133
F 2.11 1.05 1.57 0.033
H 2.02 -2.18 0.85 0.081
C -2.42 0.31 -3.48 -0.007
F 0.70 4.24 1.58 0.158
C 5.18 -0.79 3.37 -0.082
O 2.17 -0.20 5.25 0.056
C -2.74 2.90 1.19 -0.284
H -2.85 4.91 1.35 0.049
C -0.81 -4.35 1.86 -0.015
C 3.23 -0.72 4.97 -0.523
F 1.58 2.94 0.05 0.099
N 3.92 -0.31 3.88 0.028
N -0.27 -2.36 -6.28 0.006
H -0.50 1.67 -4.42 0.068
C -0.78 -1.56 -7.25 -0.561
H -3.15 -0.39 -3.09 0.082
O -0.29 2.72 3.69 0.045
H -1.52 0.26 -2.86 0.082
C 3.83 -1.83 5.81 -0.012
H -1.16 -4.18 -6.83 0.069
H -0.42 1.79 0.70 0.091
H 0.34 -1.88 -5.64 0.138
H 1.65 -3.08 -0.63 0.076
C 1.35 -2.93 0.41 -0.079
H 3.15 -2.04 6.63 0.079
B -0.30 2.14 4.93 -0.870
H -2.70 3.62 -3.83 0.135
H -2.23 2.11 5.17 0.070
H 0.46 -4.32 -6.13 0.081
H -2.16 0.02 -4.50 0.071
H 3.95 -2.74 5.22 0.077
H -0.26 -1.61 0.04 0.130
C -0.89 2.68 -4.41 -0.072
H -0.66 0.27 1.52 0.074
H -0.87 3.07 -5.43 0.080
C -1.71 -2.19 -8.26 -0.013
```

Calculated values
- total energy (eV) = -55333.9829
- charge = -1


Entry 4:
Density functional theory data (the ωB97M-V functional and the def2-TZVPD basis) for a structure of composition C18H38BrSn in a non-equilibrium geometry.

XYZ file:
```
58
Properties=species:S:1:pos:R:3:nbo_charge:R:1
H 0.90 1.36 -1.58 0.203
Sn -0.36 -0.91 -3.06 1.467
C -4.55 -1.81 -1.39 -0.390
H 4.67 -4.13 -1.75 0.216
H -5.39 -0.17 -0.22 0.202
H -1.99 1.78 5.23 0.238
H -0.66 2.96 4.90 0.235
H 3.53 -3.15 -0.84 0.195
H 2.40 -1.16 -2.02 0.202
H -1.23 1.54 -3.35 0.227
H 0.09 1.35 -4.52 0.232
H -2.35 -2.66 -2.90 0.223
H 4.73 -1.80 -2.53 0.202
C -0.86 2.40 7.00 -0.219
C 3.90 -2.44 -2.85 -0.387
H 3.01 -0.62 -3.57 0.205
H -0.32 0.08 5.85 0.248
C -0.96 2.09 5.51 -0.398
C 0.72 1.96 -2.48 -0.421
H -2.63 -1.13 -0.81 0.203
C 1.41 -2.06 -3.71 -0.759
H 2.95 -4.26 -2.10 0.203
H -0.85 0.13 3.34 0.283
C 2.88 3.15 -1.97 -0.602
H -2.79 3.24 7.31 0.209
H -5.22 -1.75 -2.26 0.200
C 3.74 -3.56 -1.83 -0.609
H 1.18 -3.10 -3.44 0.226
H 3.76 3.62 -2.40 0.216
C 0.11 0.53 3.73 -0.478
H 0.12 2.13 7.44 0.201
H -3.46 0.02 -1.83 0.197
C -0.19 1.22 -3.47 -0.801
H -2.88 -1.27 -3.90 0.225
H -4.64 -1.44 0.76 0.193
C 2.66 -1.52 -3.03 -0.431
C 0.00 0.95 5.24 -0.413
C 2.08 2.40 -3.03 -0.392
C -3.25 -1.06 -1.72 -0.415
H 2.16 -0.22 4.05 0.241
H 4.17 -2.84 -3.83 0.200
H 2.65 1.54 -3.40 0.195
H 0.18 2.85 -2.11 0.198
C -2.45 -1.57 -2.93 -0.768
H -4.32 -2.87 -1.25 0.196
H 0.99 1.26 5.63 0.246
C -5.24 -1.25 -0.14 -0.603
C 1.11 -0.45 4.17 0.200
H 1.45 -1.93 -4.80 0.227
H 1.91 3.05 -3.90 0.199
Br 0.13 -0.98 -0.71 -0.487
H 0.46 1.34 3.09 0.273
H 2.28 3.94 -1.51 0.200
H -6.22 -1.72 0.01 0.218
H 3.20 2.47 -1.18 0.195
C -1.84 2.91 7.75 -0.330
H -1.71 3.02 8.83 0.225
H 0.82 -1.44 4.48 0.238
```

Calculated values
- energy above the lowest of the compared OMol25 structures with the same formula, charge and spin (kcal per mole) = 50.5
- total energy (eV) = -95146.3608
- charge = +1


For reference, orbital gap by record: 10.1, 10.9, 4.3, 4.5 eV.